Below is a molecular structure, C13H10Cl2FeNO3, with properties calculated with ωB97M-V/def2-TZVPD.

Summary:
- ΔE to the lowest compared entry with this formula, charge and spin: 0.000 eV
- HOMO level (spin up / spin down): -11.28 / -11.37 eV
- HOMO-LUMO gap (spin up / spin down): 7.86 / 7.68 eV

```
! RIJCOSX wB97M-V def2-TZVPD def2/J DEFGRID3
* xyz 1 5
Fe -1.57105 -0.61154 -0.84925
Cl 1.19709 1.48626 -3.97996
Cl 5.46213 -1.42801 -2.47175
O -0.21578 -0.07154 -1.97350
O -3.16926 -1.13528 0.39705
O -0.33189 -2.03875 -0.08672
N -1.43548 0.75328 0.73558
C 3.01933 -1.69516 -1.35747
C -1.23995 2.43889 2.90185
C 1.64672 -1.38612 -1.23844
C 3.78385 -1.05219 -2.28643
C -2.24150 0.59722 1.78052
C -0.39568 2.60081 1.80978
C -3.21965 -0.54484 1.71135
C -2.18258 1.42712 2.88732
C 1.88159 0.25245 -2.98573
C 3.21014 -0.06926 -3.10394
C 0.89155 -2.12144 -0.27412
C -0.52904 1.74361 0.73907
C 1.04548 -0.40428 -2.05677
H -3.54157 -2.02440 0.42369
H 0.34905 3.38309 1.78530
H 0.08664 1.83015 -0.14682
H -4.23032 -0.18432 1.90472
H -1.16541 3.09961 3.75507
H -2.86461 1.28323 3.71494
H 3.82103 0.44594 -3.83312
H 1.44837 -2.83097 0.35039
H 3.45732 -2.44562 -0.71137
H -2.96646 -1.29796 2.45878
*
```